Entry 1:
{"formula": "C37H28BrN5OSeZn", "method": "wB97M-V/def2-TZVPD", "spin_multiplicity": 1, "homo_ev": -1.44, "lumo_energy_ev": 4.0959, "charge": -2, "species": ["Zn", "C", "C", "C", "C", "C", "C", "C", "C", "C", "C", "C", "C", "C", "C", "C", "N", "H", "H", "H", "H", "H", "H", "H", "H", "H", "H", "Br", "C", "C", "C", "C", "C", "C", "N", "N", "C", "C", "C", "C", "O", "C", "N", "C", "C", "C", "C", "H", "H", "H", "H", "H", "H", "H", "H", "H", "C", "C", "C", "C", "C", "C", "H", "H", "H", "H", "H", "H", "H", "H", "H", "Se", "C", "N"], "coordinates": [[0.696, 0.041, 0.554], [0.480, -0.608, 4.841], [1.816, -0.493, 5.196], [2.776, -0.394, 4.206], [2.413, -0.416, 2.854], [1.063, -0.509, 2.466], [0.128, -0.600, 3.500], [3.449, -0.336, 1.799], [4.836, -0.367, 2.121], [5.772, -0.288, 1.141], [5.364, -0.197, -0.206], [6.276, -0.121, -1.280], [5.827, -0.066, -2.569], [4.444, -0.088, -2.829], [3.536, -0.144, -1.808], [3.967, -0.196, -0.461], [3.051, -0.243, 0.545], [-0.279, -0.688, 5.614], [2.111, -0.480, 6.240], [3.809, -0.277, 4.512], [-0.924, -0.673, 3.242], [5.157, -0.462, 3.147], [6.831, -0.305, 1.376], [7.339, -0.112, -1.061], [6.529, -0.016, -3.394], [4.094, -0.066, -3.854], [2.474, -0.174, -1.991], [-5.330, -5.814, 1.161], [-5.297, -4.480, -0.206], [-4.137, -4.266, -0.933], [-4.132, -3.295, -1.915], [-5.284, -2.539, -2.201], [-6.440, -2.792, -1.454], [-6.447, -3.756, -0.462], [-5.376, -1.709, -3.318], [-4.423, -1.013, -3.779], [-3.290, -0.698, -3.083], [-2.163, -0.408, -3.875], [-0.900, -0.297, -3.356], [-0.667, -0.428, -1.961], [0.475, -0.449, -1.448], [-1.849, -0.481, -1.104], [-1.614, -0.329, 0.209], [-2.637, -0.275, 1.030], [-3.962, -0.303, 0.586], [-4.215, -0.457, -0.756], [-3.143, -0.605, -1.653], [-3.234, -4.824, -0.721], [-3.226, -3.118, -2.477], [-7.328, -2.206, -1.653], [-7.342, -3.940, 0.118], [-2.327, -0.366, -4.946], [-0.041, -0.140, -3.996], [-2.413, -0.168, 2.086], [-4.772, -0.175, 1.292], [-5.231, -0.424, -1.124], [-0.533, 5.209, 1.153], [0.714, 4.714, 0.407], [1.981, 5.176, 1.139], [0.715, 5.246, -1.032], [0.687, 3.241, 0.384], [0.651, 2.025, 0.385], [-0.569, 6.304, 1.192], [-0.531, 4.817, 2.170], [-1.431, 4.841, 0.656], [2.031, 6.269, 1.193], [2.866, 4.804, 0.622], [1.992, 4.768, 2.151], [0.710, 6.341, -1.050], [-0.162, 4.878, -1.566], [1.601, 4.888, -1.559], [1.035, -3.643, -0.517], [0.990, -5.361, -0.005], [0.965, -6.481, 0.315]]}

***

Entry 2:
{"formula": "C37H28Cl2CoN5O2Te", "method": "wB97M-V/def2-TZVPD", "spin_multiplicity": 2, "homo_ev": [-3.04, -3.06], "lumo_energy_ev": [0.6112, 0.6428], "charge": -1, "species": ["Co", "C", "C", "C", "C", "C", "C", "N", "C", "C", "C", "C", "C", "C", "N", "N", "C", "C", "C", "C", "C", "N", "H", "H", "H", "H", "H", "H", "H", "H", "H", "H", "H", "H", "H", "Cl", "C", "C", "C", "C", "C", "Cl", "C", "N", "C", "C", "C", "C", "C", "C", "C", "C", "O", "O", "H", "H", "H", "H", "H", "H", "H", "H", "H", "H", "Te", "C", "C", "C", "C", "C", "C", "H", "H", "H", "H", "H"], "coordinates": [[-0.121, -0.113, 0.456], [-2.035, 0.640, 5.560], [-2.774, 0.576, 4.389], [-2.169, 0.813, 3.165], [-0.808, 1.094, 3.091], [-0.067, 1.145, 4.272], [-0.678, 0.928, 5.495], [-0.213, 1.245, 1.820], [0.625, 2.274, 1.559], [0.890, 3.391, 2.384], [1.727, 4.396, 1.951], [2.344, 4.370, 0.690], [2.094, 3.312, -0.153], [1.259, 2.277, 0.274], [0.955, 1.158, -0.451], [1.352, 0.958, -1.646], [0.876, -0.255, -2.110], [1.211, -0.706, -3.384], [0.654, -1.883, -3.841], [-0.236, -2.586, -3.035], [-0.514, -2.088, -1.775], [0.042, -0.970, -1.318], [-2.505, 0.445, 6.516], [-3.828, 0.330, 4.421], [-2.740, 0.763, 2.247], [1.000, 1.322, 4.221], [-0.083, 0.948, 6.399], [0.422, 3.462, 3.355], [1.908, 5.236, 2.610], [2.999, 5.174, 0.384], [2.539, 3.243, -1.137], [1.897, -0.117, -3.977], [0.904, -2.252, -4.828], [-0.699, -3.506, -3.364], [-1.188, -2.574, -1.074], [-0.234, -4.905, -0.025], [1.386, -5.426, -0.368], [1.581, -6.654, -0.973], [2.867, -7.107, -1.215], [3.945, -6.344, -0.799], [3.737, -5.129, -0.172], [5.123, -4.298, 0.466], [2.454, -4.596, 0.019], [2.226, -3.385, 0.632], [2.915, -2.192, 0.292], [3.474, -1.994, -0.963], [4.129, -0.807, -1.257], [4.198, 0.197, -0.304], [3.610, 0.000, 0.939], [2.973, -1.192, 1.259], [2.376, -1.416, 2.612], [0.868, -1.696, 2.636], [0.325, -1.946, 3.687], [0.303, -1.698, 1.458], [0.717, -7.242, -1.250], [3.028, -8.061, -1.699], [4.960, -6.693, -0.930], [1.261, -3.188, 0.897], [3.395, -2.778, -1.708], [4.565, -0.661, -2.238], [4.680, 1.140, -0.530], [3.638, 0.793, 1.679], [2.563, -0.552, 3.253], [2.847, -2.275, 3.099], [-2.824, -2.332, 1.409], [-4.149, -3.613, 0.365], [-3.878, -4.052, -0.935], [-4.742, -4.902, -1.610], [-5.917, -5.331, -1.008], [-6.206, -4.904, 0.282], [-5.332, -4.066, 0.959], [-2.972, -3.722, -1.430], [-4.497, -5.229, -2.615], [-6.596, -5.990, -1.534], [-7.118, -5.233, 0.769], [-5.561, -3.759, 1.972]]}

***

Entry 3:
{"formula": "C37H29BrN5O4STc", "method": "wB97M-V/def2-TZVPD", "spin_multiplicity": 2, "homo_ev": [-9.65, -9.65], "lumo_energy_ev": [-5.0593, -5.1601], "charge": 1, "species": ["Tc", "O", "C", "C", "C", "C", "C", "C", "C", "O", "N", "N", "C", "C", "C", "C", "C", "C", "N", "H", "H", "H", "H", "H", "H", "H", "H", "H", "H", "Br", "C", "C", "C", "C", "C", "C", "C", "C", "C", "C", "H", "H", "H", "H", "H", "H", "N", "C", "S", "N", "C", "C", "C", "C", "C", "C", "H", "H", "H", "H", "H", "H", "H", "H", "O", "C", "O", "C", "C", "C", "C", "C", "C", "H", "H", "H", "H", "H"], "coordinates": [[-1.077, 0.486, -0.636], [3.398, -1.774, -2.514], [3.768, -0.498, -2.442], [5.108, -0.195, -2.705], [5.560, 1.105, -2.658], [4.685, 2.144, -2.347], [3.370, 1.868, -2.057], [2.889, 0.552, -2.094], [1.511, 0.280, -1.723], [0.822, 1.115, -1.047], [0.958, -0.876, -2.095], [-0.301, -0.971, -1.728], [-0.991, -2.054, -1.981], [-2.363, -2.014, -1.603], [-3.245, -3.083, -1.809], [-4.579, -2.928, -1.497], [-5.007, -1.704, -0.991], [-4.076, -0.701, -0.777], [-2.787, -0.846, -1.056], [2.432, -1.848, -2.369], [5.766, -1.009, -2.957], [6.595, 1.320, -2.872], [5.038, 3.162, -2.334], [2.679, 2.661, -1.814], [-0.536, -2.899, -2.477], [-2.866, -4.001, -2.226], [-5.279, -3.735, -1.647], [-6.045, -1.531, -0.763], [-4.375, 0.249, -0.358], [-1.239, 2.831, 0.686], [-2.079, 3.757, -0.778], [-2.450, 5.064, -0.609], [-3.072, 5.745, -1.663], [-3.306, 5.099, -2.845], [-2.932, 3.752, -3.026], [-3.187, 3.095, -4.245], [-2.826, 1.787, -4.414], [-2.200, 1.095, -3.373], [-1.912, 1.676, -2.152], [-2.294, 3.035, -1.971], [-2.272, 5.563, 0.330], [-3.360, 6.775, -1.531], [-3.787, 5.604, -3.669], [-3.671, 3.646, -5.035], [-3.026, 1.280, -5.345], [-1.930, 0.065, -3.557], [0.827, -1.636, 2.979], [2.033, -1.350, 2.492], [2.208, -1.286, 0.817], [3.066, -1.183, 3.328], [4.371, -0.786, 2.966], [5.447, -1.357, 3.634], [6.736, -0.981, 3.305], [6.953, -0.032, 2.319], [5.879, 0.554, 1.671], [4.585, 0.187, 1.996], [0.046, -1.557, 2.313], [0.626, -1.611, 3.965], [2.934, -1.431, 4.302], [5.272, -2.101, 4.398], [7.568, -1.433, 3.821], [7.962, 0.259, 2.070], [6.046, 1.313, 0.923], [3.747, 0.670, 1.516], [-2.790, 0.371, 1.431], [-2.123, -0.612, 1.775], [-1.047, -0.922, 1.162], [-2.611, -1.500, 2.864], [-2.463, -2.880, 2.745], [-3.029, -3.714, 3.690], [-3.715, -3.176, 4.767], [-3.857, -1.802, 4.891], [-3.313, -0.962, 3.937], [-1.935, -3.287, 1.894], [-2.946, -4.786, 3.577], [-4.152, -3.831, 5.505], [-4.408, -1.385, 5.720], [-3.426, 0.109, 4.007]]}

***

Across the entries above, energy takes the values -232128.4645; -120336.5072; -137551.4057 eV, respectively.